a:
180
Properties=species:S:1:pos:R:3:lowdin_charge:R:1 method="wB97M-V/def2-TZVPD" homo_ev=-8.30 lumo_energy_ev=-0.022 multiplicity=1 orbital_gap_ev=8.281
C -2.2192 3.5800 -4.1838 -0.0221
C -2.2970 2.6536 -2.9471 -0.4774
C -3.2781 1.5645 -3.2829 -0.0696
O -1.0757 2.0410 -2.8520 -0.0770
H -3.1601 4.1219 -4.2791 0.0750
H -1.9577 3.1138 -5.1338 0.0826
H -1.5179 4.4059 -4.0644 0.0563
H -2.5550 3.1780 -2.0270 0.0823
H -2.9055 0.9942 -4.1338 0.0856
H -4.2670 1.9603 -3.5142 0.1129
H -3.4604 0.8210 -2.5070 0.0365
H -1.1755 1.2604 -2.3023 -0.3221
C -0.0079 -0.7888 -3.2591 -0.0015
C -1.4424 -0.3030 -3.1272 -0.2944
C -2.4922 -1.4084 -2.9740 -0.0537
O -1.4250 0.4221 -1.9338 -0.0575
H 0.7206 0.0219 -3.2700 0.0741
H 0.1492 -1.3943 -4.1518 0.1261
H 0.3293 -1.3381 -2.3801 0.0466
H -1.7332 0.2756 -4.0040 0.1294
H -2.4229 -2.1346 -3.7839 0.1038
H -3.4895 -0.9686 -2.9702 0.0940
H -2.3595 -2.0457 -2.0998 0.0392
H -1.0881 -0.1492 -1.2397 -0.0241
C 2.7641 0.0033 -2.5754 -0.0342
C 2.5760 -1.4838 -2.3949 -0.4320
C 3.2854 -2.3215 -3.4407 0.0096
O 3.1624 -1.9502 -1.2210 -0.1195
H 3.8258 0.2498 -2.5909 0.1166
H 2.3514 0.5688 -1.7400 0.0261
H 2.1996 0.2468 -3.4755 0.1001
H 1.5117 -1.7099 -2.4597 0.0638
H 2.7668 -2.0398 -4.3572 0.0942
H 3.2676 -3.3997 -3.2821 0.0846
H 4.3195 -2.0307 -3.6256 0.1031
H 2.9409 -2.8788 -1.1196 0.0341
C 2.6285 2.8060 -0.8329 0.0009
C 2.4250 2.9274 0.6724 -0.3512
C 3.0750 4.1539 1.3182 0.0544
O 1.0004 3.0803 0.7908 -0.0912
H 3.6479 2.5108 -1.0815 0.0732
H 2.5206 3.7105 -1.4315 0.1016
H 1.9749 2.0325 -1.2362 0.0863
H 2.6706 1.9970 1.1843 0.1031
H 2.7213 4.2973 2.3392 0.0989
H 2.9509 5.0487 0.7081 0.0781
H 4.1526 3.9900 1.3201 0.1039
H 0.7684 3.8304 0.2385 -0.0701
C 2.3153 -3.1973 0.8384 -0.0159
C 3.0835 -4.3430 0.1257 -0.3344
C 2.6313 -5.7090 0.6859 0.0086
O 2.7565 -4.3241 -1.2447 -0.1050
H 2.4876 -2.2723 0.2881 0.0710
H 2.7662 -3.1037 1.8264 0.0868
H 1.2299 -3.2468 0.9255 0.0540
H 4.1687 -4.2588 0.1853 0.1681
H 2.9762 -5.8821 1.7053 0.1088
H 2.9133 -6.4635 -0.0485 0.0991
H 1.5439 -5.6963 0.7602 0.0928
H 3.2547 -5.0453 -1.6362 0.1493
C -3.3991 -0.6418 -0.7783 -0.1128
C -4.4356 -1.2692 0.1473 -0.4512
C -5.5814 -0.3371 0.5140 -0.0325
O -4.9543 -2.4648 -0.4392 -0.0321
H -3.8668 -0.2148 -1.6654 0.0755
H -2.6620 -1.3914 -1.0660 0.0458
H -2.9514 0.1804 -0.2199 0.0443
H -3.8974 -1.5767 1.0439 0.0802
H -6.1394 -0.7291 1.3643 0.0971
H -6.2943 -0.1039 -0.2769 0.1072
H -5.1604 0.5389 1.0073 0.0421
H -5.4461 -2.9543 0.2242 0.0907
C -0.6257 2.4082 2.7482 0.0080
C 0.7824 2.7110 3.2844 -0.3316
C 1.0344 2.2246 4.7180 -0.0149
O 1.6536 2.1395 2.3589 -0.2033
H -0.7173 1.3260 2.6552 0.0572
H -0.8131 2.9338 1.8119 0.0734
H -1.3985 2.7469 3.4383 0.1006
H 0.9426 3.7867 3.2121 0.1441
H 0.5550 1.2612 4.8916 0.0806
H 0.6563 2.9557 5.4326 0.0898
H 2.0828 2.0954 4.9867 0.0920
H 1.5752 2.6208 1.5320 -0.2364
C -0.4793 6.0120 -1.6474 -0.0092
C -0.3024 5.0863 -0.3760 -0.3170
C -0.8904 3.6972 -0.6380 -0.0708
O 1.0891 4.9068 -0.1909 -0.0775
H 0.0679 5.5859 -2.4884 0.0825
H -0.0986 7.0282 -1.5453 0.0702
H -1.5362 6.0801 -1.9048 0.0811
H -0.7443 5.4983 0.5312 0.1531
H -0.5472 3.1937 -1.5417 0.1051
H -1.9556 3.8069 -0.8417 0.0762
H -0.8241 3.0257 0.2180 0.0244
H 1.4994 5.7706 -0.1070 0.1383
C 3.5354 -1.0744 3.0745 -0.0030
C 2.6028 0.0912 2.7139 -0.3783
C 1.1619 -0.4692 2.6444 -0.0836
O 2.7794 1.0800 3.7040 -0.1001
H 3.5704 -1.2112 4.1553 0.0926
H 4.5354 -0.9065 2.6745 0.0589
H 3.1748 -2.0366 2.7110 0.0345
H 2.7874 0.4995 1.7203 0.0653
H 0.9094 -1.0606 3.5246 0.1069
H 1.1526 -1.1558 1.7979 0.0461
H 0.3582 0.2323 2.4206 0.0438
H 2.2243 1.8136 3.4297 -0.0793
C 6.1412 -0.3730 0.5562 -0.0297
C 4.7634 -0.6533 -0.0960 -0.4039
C 3.9052 0.6307 -0.0883 -0.0959
O 4.9332 -1.1388 -1.4193 -0.0717
H 6.0338 -0.2311 1.6316 0.0597
H 6.6073 0.5117 0.1225 0.0769
H 6.8335 -1.1924 0.3629 0.0761
H 4.2931 -1.3929 0.5519 0.1100
H 2.9079 0.4492 -0.4889 0.0178
H 4.4741 1.2598 -0.7728 0.0908
H 3.9101 1.1499 0.8701 0.0942
H 4.0287 -1.3548 -1.6576 -0.1612
C -1.4160 -0.4675 3.9600 -0.0615
C -2.6781 0.1020 3.2855 -0.4358
C -2.8788 -0.3013 1.8269 -0.0949
O -3.6988 -0.4315 4.0848 -0.0221
H -1.4907 -1.5544 3.9259 0.0742
H -1.1952 -0.1308 4.9729 0.1051
H -0.5930 -0.2384 3.2830 -0.0006
H -2.7461 1.1870 3.3646 0.0792
H -3.7732 0.0609 1.3200 0.0470
H -2.7107 -1.3631 1.6466 0.0954
H -2.0685 0.2546 1.3551 0.0674
H -3.3827 -0.2122 4.9643 0.0848
C 0.4025 -5.5013 -2.7258 0.0133
C 0.4043 -4.1426 -1.9898 -0.3140
C -0.9489 -3.3553 -2.0458 -0.0428
O 0.7708 -4.3667 -0.6557 -0.1161
H 0.1784 -5.3717 -3.7846 0.0913
H -0.3575 -6.1311 -2.2635 0.0906
H 1.3285 -6.0545 -2.5691 0.0739
H 1.1507 -3.5077 -2.4672 0.1191
H -1.1840 -3.0705 -3.0713 0.0823
H -0.9497 -2.4373 -1.4581 0.0657
H -1.7695 -3.9995 -1.7300 0.0898
H 1.6123 -4.8146 -0.5428 0.0057
C -0.6434 -2.6719 2.2953 -0.0211
C -0.6751 -3.3037 0.9092 -0.3663
C -2.0979 -3.5054 0.3813 0.0026
O 0.2269 -2.6480 0.0787 -0.2221
H 0.3840 -2.5501 2.6385 0.0833
H -1.1932 -3.2806 3.0132 0.1175
H -1.0248 -1.6510 2.2784 0.0290
H -0.3263 -4.3142 1.1217 0.1515
H -2.7767 -4.0169 1.0637 0.1193
H -1.9867 -4.0943 -0.5292 0.0554
H -2.5754 -2.5625 0.1147 0.0597
H 0.6078 -3.2373 -0.5763 -0.1002
C -3.7493 2.3686 2.0340 -0.0430
C -3.5829 3.0244 0.6395 -0.3983
C -3.6981 2.0365 -0.5165 -0.0679
O -4.5927 4.0325 0.5404 -0.0299
H -4.7987 2.0841 2.1104 0.1046
H -3.4557 3.1595 2.7242 0.0957
H -3.1435 1.4710 2.1582 0.0056
H -2.6021 3.4996 0.6530 0.0953
H -2.7604 1.4830 -0.5657 0.0349
H -3.8981 2.4706 -1.4962 0.0821
H -4.4957 1.2984 -0.4322 0.0776
H -4.4027 4.7829 1.1082 0.0852
C 1.1110 -0.3650 0.0625 -0.0213
C -0.3407 -0.1544 0.3831 -0.2898
C -0.8852 1.2443 0.1028 -0.0520
O -1.1268 -1.0737 -0.3701 -0.1643
H 1.7986 0.3379 0.5327 0.0775
H 1.2938 -0.3207 -1.0112 0.0815
H 1.4019 -1.3656 0.3824 0.0679
H -0.5120 -0.4436 1.4199 0.0745
H -0.7066 1.3391 -0.9683 0.1078
H -0.3325 1.9898 0.6746 0.0537
H -1.9599 1.3525 0.2497 0.0560
H -0.8323 -1.9538 -0.1245 -0.0385

b:
180
Properties=species:S:1:pos:R:3:lowdin_charge:R:1 method="wB97M-V/def2-TZVPD" homo_ev=-9.14 lumo_energy_ev=0.349 multiplicity=1 orbital_gap_ev=9.492
C -0.8015 0.5279 -1.7606 -0.0380
C 0.0779 0.3016 -0.5211 -0.4061
C 0.3535 1.6056 0.2260 -0.0349
O -0.5242 -0.6646 0.3407 -0.0704
H -0.2502 1.0681 -2.5316 0.0479
H -1.6828 1.0817 -1.4295 0.0802
H -1.1194 -0.3965 -2.2436 0.0501
H 1.0015 -0.1669 -0.8732 0.1033
H -0.5310 1.9969 0.7349 0.0799
H 0.6873 2.4127 -0.4292 0.0158
H 1.1033 1.4731 1.0092 0.0830
H 0.0537 -0.7903 1.1187 0.0490
C 3.4464 0.9174 5.4013 -0.0414
C 2.3682 1.2503 6.4301 -0.4103
C 1.1916 1.9962 5.8124 -0.0783
O 1.9066 0.0061 6.9887 -0.1144
H 4.3548 0.4856 5.8186 0.0940
H 3.7373 1.8028 4.8295 0.0862
H 3.0692 0.2333 4.6376 0.0587
H 2.7373 1.8553 7.2581 0.1412
H 0.8009 1.4111 4.9756 0.0230
H 1.5395 2.9533 5.4201 0.0915
H 0.3863 2.1632 6.5263 0.1058
H 1.7137 -0.5651 6.2378 -0.0412
C 5.4999 2.5003 -0.2562 -0.0512
C 4.5568 3.5253 0.3993 -0.4954
C 3.1807 3.5081 -0.1814 -0.0587
O 4.4339 3.3215 1.7828 -0.0367
H 6.4386 2.5514 0.2994 0.0767
H 5.7268 2.6416 -1.3150 0.0764
H 5.1469 1.4659 -0.2438 0.0614
H 5.0015 4.4969 0.1538 0.1373
H 3.2500 3.6165 -1.2658 0.0927
H 2.5250 4.2405 0.2865 0.0523
H 2.7376 2.5105 -0.1021 0.0614
H 5.2610 3.5410 2.2221 0.0934
C 4.9207 -0.2595 -4.0020 -0.0386
C 3.9188 -0.5797 -2.9115 -0.4346
C 2.9246 0.5917 -2.6772 -0.0205
O 3.1460 -1.7628 -3.1672 -0.0872
H 5.6463 -1.0661 -4.1030 0.0842
H 5.4522 0.6582 -3.7470 0.0778
H 4.3995 -0.1017 -4.9473 0.0775
H 4.4027 -0.7872 -1.9556 0.1304
H 3.5478 1.4268 -2.3493 0.0611
H 2.2414 0.3529 -1.8626 0.0481
H 2.4051 0.8542 -3.5986 0.0833
H 2.5601 -1.6985 -3.9379 0.0461
C -1.3585 3.9325 -1.3217 -0.0528
C -0.0782 3.5913 -2.0586 -0.4546
C -0.3326 3.0848 -3.4691 -0.0376
O 0.5909 4.8574 -2.2141 -0.0572
H -1.9848 4.6255 -1.8835 0.0969
H -1.1698 4.3278 -0.3219 0.0550
H -1.9558 3.0256 -1.1845 0.0536
H 0.5819 2.9755 -1.4419 0.0660
H -0.8019 2.1000 -3.4235 0.0303
H 0.6452 2.9564 -3.9336 0.0897
H -1.0224 3.7465 -3.9876 0.0859
H 0.6046 5.3643 -1.3984 0.0798
C -3.8892 2.7344 -3.6544 -0.0534
C -4.3011 1.3567 -4.1300 -0.4870
C -3.1121 0.5206 -4.5847 -0.0541
O -5.0253 0.7186 -3.1062 -0.0391
H -4.7397 3.3523 -3.3685 0.0904
H -3.3672 3.2613 -4.4567 0.0817
H -3.2038 2.6559 -2.8105 0.0450
H -4.9290 1.4876 -5.0165 0.1360
H -2.3986 0.4363 -3.7588 0.0512
H -2.6010 0.9954 -5.4239 0.0789
H -3.3645 -0.5013 -4.8700 0.0717
H -4.5898 1.0254 -2.2987 0.0456
C -1.4147 -0.1684 3.6807 -0.0140
C 0.1208 -0.1927 3.7206 -0.4094
C 0.6188 -0.4279 5.1802 -0.0976
O 0.7210 -1.0663 2.7900 -0.0869
H -1.7232 0.5972 4.3946 0.0877
H -1.8341 -1.1255 3.9969 0.0839
H -1.8017 0.0851 2.6965 0.0587
H 0.5024 0.7978 3.4603 0.1229
H 0.2845 0.4016 5.8047 0.0681
H 1.7070 -0.3913 5.2425 0.0586
H 0.2515 -1.3723 5.5793 0.1185
H 0.6299 -1.9802 3.1282 0.0599
C 5.5543 -0.2369 2.5847 -0.0436
C 4.6811 -1.3373 2.0161 -0.4595
C 3.3192 -0.7399 1.5269 -0.0307
O 5.3444 -1.8758 0.8915 -0.0634
H 4.8750 0.3956 3.1591 0.0460
H 5.9516 0.4728 1.8586 0.0653
H 6.3782 -0.6349 3.1756 0.0818
H 4.4983 -2.1284 2.7489 0.1347
H 3.4406 -0.0476 0.6938 0.0713
H 2.9182 -0.2461 2.4137 0.0527
H 2.6644 -1.5344 1.1685 0.0587
H 4.8380 -2.5819 0.4669 0.0471
C -1.8633 -3.3639 -1.9584 -0.0487
C -2.7912 -4.3857 -2.6703 -0.4656
C -3.1217 -4.0431 -4.1140 -0.0525
O -2.2499 -5.6848 -2.4840 -0.0402
H -1.6554 -3.7721 -0.9685 0.0710
H -2.2095 -2.3371 -1.8752 0.0687
H -0.8984 -3.3821 -2.4721 0.0297
H -3.7403 -4.4166 -2.1248 0.1199
H -3.1706 -2.9635 -4.2632 0.0648
H -4.0803 -4.4774 -4.3995 0.0787
H -2.3600 -4.4357 -4.7906 0.0827
H -2.9611 -6.3272 -2.4458 0.0880
C -1.5179 4.0076 2.2756 -0.0572
C -0.4379 5.0777 2.5447 -0.4675
C 0.9243 4.6748 2.0689 -0.0558
O -0.8394 6.2115 1.7955 -0.0453
H -2.4949 4.3780 2.5980 0.0784
H -1.3378 3.1026 2.8630 0.0751
H -1.6609 3.7327 1.2312 0.0321
H -0.3813 5.3059 3.6135 0.1360
H 1.6184 5.5129 1.9869 0.0944
H 0.9045 4.2561 1.0582 0.0418
H 1.4096 3.9076 2.6726 0.0862
H -1.6571 6.5400 2.1799 0.0898
C -1.0160 -4.0886 2.1367 -0.0318
C -0.6060 -4.4990 3.5545 -0.4496
C 0.0544 -5.8464 3.6606 -0.0514
O 0.3612 -3.5106 3.9408 -0.0729
H -1.0522 -3.0042 2.0549 0.0651
H -1.9714 -4.5082 1.8196 0.0872
H -0.2771 -4.4785 1.4329 0.0603
H -1.4918 -4.4637 4.1960 0.1396
H 1.0491 -5.8345 3.2154 0.0834
H -0.5559 -6.5686 3.1106 0.0872
H 0.1418 -6.2595 4.6664 0.0801
H 0.3989 -3.5635 4.9023 0.1032
C 3.1218 -5.2654 0.2159 -0.0524
C 2.7227 -4.3089 -0.9120 -0.4716
C 1.3610 -3.7135 -0.5769 -0.0533
O 3.6963 -3.2930 -0.9636 -0.0618
H 2.4964 -6.1306 0.4267 0.0777
H 3.1781 -4.6795 1.1375 0.0749
H 4.1378 -5.5965 -0.0089 0.0816
H 2.6707 -4.9410 -1.8038 0.1411
H 1.3214 -3.3135 0.4376 0.0640
H 0.6274 -4.5251 -0.5326 0.0739
H 1.0028 -2.9905 -1.3101 0.0618
H 3.5083 -2.7684 -1.7612 0.0490
C -4.8232 4.2128 0.0571 -0.0460
C -4.6300 2.8093 0.6065 -0.4634
C -5.8679 2.3441 1.3420 -0.0509
O -4.3647 1.9657 -0.5306 -0.0854
H -4.0344 4.5820 -0.5950 0.0635
H -5.0433 4.9274 0.8527 0.0787
H -5.7618 4.2015 -0.5045 0.0859
H -3.7898 2.7918 1.3049 0.1135
H -6.6714 2.0584 0.6591 0.0903
H -6.3227 3.0959 1.9914 0.0800
H -5.7061 1.4772 1.9843 0.0631
H -4.1918 1.0935 -0.1364 0.0461
C -0.0600 -2.2592 -4.1314 -0.0437
C 0.4050 -2.0889 -5.5518 -0.4228
C -0.5299 -1.1783 -6.3464 -0.0412
O 1.6919 -1.4417 -5.5195 -0.0726
H -0.2518 -1.2895 -3.6705 0.0785
H 0.6658 -2.8188 -3.5405 0.0822
H -1.0073 -2.7972 -4.0732 0.0443
H 0.5563 -3.0116 -6.1165 0.1423
H -0.0042 -0.8280 -7.2354 0.0801
H -0.9061 -0.3074 -5.8079 0.0525
H -1.4837 -1.6450 -6.6058 0.0847
H 1.9909 -1.3070 -6.4227 0.0991
C -4.9312 -1.5430 1.9359 -0.0344
C -4.0746 -1.6639 0.6454 -0.4464
C -4.8854 -1.9828 -0.5832 -0.0471
O -3.4036 -0.4330 0.4134 -0.0842
H -5.8904 -1.0648 1.7346 0.0714
H -4.3815 -0.9719 2.6823 0.0648
H -5.1809 -2.5249 2.3443 0.0745
H -3.2500 -2.3585 0.8258 0.1215
H -5.3326 -2.9784 -0.5326 0.0838
H -4.2788 -1.9168 -1.4871 0.0607
H -5.7229 -1.3311 -0.8442 0.0878
H -2.5028 -0.5843 0.7360 0.0541

Quick one: most stable of them? b